Model one:
Molecular formula: C4H9NOS
Method: DFT, ωB97M-V/def2-TZVPD

Values from the calculation:
M in g/mol: 119.2
Frontier orbital gap in eV: 9.85
HOMO level in eV: -9.15
Structure (SMILES): CNC(=O)CCS
Net charge: 0

Positions of all 16 atoms, in Å:
S  -1.645  -2.385  -0.089
O  -0.698  1.988  0.235
N  1.551  1.822  0.040
C  -1.235  -0.701  0.514
C  0.257  1.274  0.042
C  0.101  -0.246  -0.087
C  2.725  1.060  -0.417
H  -1.995  -0.001  0.195
H  0.955  -0.702  0.399
H  0.367  -0.377  -1.152
H  2.949  0.238  0.277
H  3.599  1.693  -0.483
H  1.738  2.434  0.815
H  -0.704  -2.633  -1.005
H  -0.999  -0.733  1.573
H  2.431  0.555  -1.331

These are the Löwdin partial charges, in e, on atoms 1 to 8:
1. S 0.685
2. O 0.071
3. N -0.003
4. C -0.523
5. C -0.483
6. C -0.215
7. C -0.090
8. H 0.066



Model two:
Molecular formula: C4H9NOS
Method: DFT, ωB97M-V/def2-TZVPD

Values from the calculation:
M in g/mol: 119.2
Frontier orbital gap in eV: 9.84
HOMO level in eV: -9.13
Structure (SMILES): CNC(=O)CCS
Net charge: 0

Positions of all 16 atoms, in Å:
S  -2.708  -0.540  0.301
O  1.120  1.622  -1.042
N  2.275  0.203  0.236
C  -0.032  -0.376  -0.452
C  2.501  -1.001  1.011
C  1.174  0.539  -0.476
C  -1.311  0.471  -0.300
H  -2.436  -0.447  1.608
H  -1.075  1.315  0.344
H  2.924  0.977  0.294
H  1.855  -1.784  0.643
H  -0.097  -0.983  -1.352
H  2.317  -0.847  2.076
H  -0.018  -1.029  0.422
H  3.540  -1.303  0.928
H  -1.694  0.856  -1.244

These are the Löwdin partial charges, in e, on atoms 1 to 8:
1. S 0.693
2. O 0.039
3. N 0.016
4. C -0.186
5. C -0.076
6. C -0.515
7. C -0.552
8. H -0.153



Model three:
Molecular formula: C4H9NOS
Method: DFT, ωB97M-V/def2-TZVPD

Values from the calculation:
M in g/mol: 119.2
Frontier orbital gap in eV: 8.94
HOMO level in eV: -8.52
Net charge: 0

Positions of all 16 atoms, in Å:
S  2.674  0.025  -0.463
O  3.093  1.311  0.465
N  3.354  -1.066  0.328
C  0.502  -0.243  0.073
C  -2.418  -0.296  0.123
C  -3.363  0.618  -0.174
C  -0.962  0.029  -0.583
H  -3.398  1.428  -0.858
H  3.969  -1.704  -0.106
H  3.881  1.217  0.996
H  0.612  -1.376  -0.071
H  -4.368  0.542  0.352
H  -0.821  -0.614  -1.397
H  -0.925  1.134  -0.728
H  -2.282  -1.052  0.965
H  0.452  0.047  1.078

These are the Löwdin partial charges, in e, on atoms 1 to 8:
1. S 0.863
2. O -0.375
3. N -0.365
4. C -0.192
5. C -0.129
6. C -0.041
7. C -0.223
8. H 0.040



Which structure loses on stability? model three does.



Model one:
Molecular formula: C4H9NOS
Method: DFT, ωB97M-V/def2-TZVPD

Values from the calculation:
M in g/mol: 119.2
Frontier orbital gap in eV: 8.75
HOMO level in eV: -8.13
Net charge: 0

Positions of all 16 atoms, in Å:
S  -1.404  -0.348  0.694
O  -2.386  0.773  0.507
N  1.489  0.276  0.332
C  -1.386  -1.282  -0.846
C  -0.057  2.081  -0.273
C  1.960  -0.901  0.944
C  0.362  0.796  0.313
H  -2.381  -1.500  -1.225
H  -0.883  2.371  0.251
H  2.848  -0.771  1.512
H  -1.010  -2.209  -0.715
H  -0.857  -0.790  -1.761
H  0.668  2.737  -0.377
H  2.054  -1.742  0.296
H  1.349  -1.448  1.594
H  -0.365  1.956  -1.245

These are the Löwdin partial charges, in e, on atoms 1 to 8:
1. S 0.895
2. O -0.605
3. N 0.006
4. C -0.297
5. C -0.046
6. C -0.141
7. C -0.307
8. H 0.049



Model two:
Molecular formula: C4H9NOS
Method: DFT, ωB97M-V/def2-TZVPD

Values from the calculation:
M in g/mol: 119.2
Frontier orbital gap in eV: 10.29
HOMO level in eV: -9.56
Structure (SMILES): O=CNCCCS
Net charge: 0

Positions of all 16 atoms, in Å:
S  0.363  -0.456  2.532
O  3.064  0.434  -1.590
N  0.957  0.601  -0.745
C  -0.881  -0.818  -0.069
C  -1.127  -0.773  1.395
C  -0.532  0.510  -0.741
C  1.914  0.721  -1.718
H  1.479  0.952  -2.771
H  0.622  0.805  2.720
H  -1.655  -1.607  1.946
H  -0.904  1.291  -0.060
H  1.340  0.216  0.133
H  -1.753  0.137  1.475
H  -1.800  -1.422  -0.584
H  -1.057  0.923  -1.671
H  -0.032  -1.516  -0.253

These are the Löwdin partial charges, in e, on atoms 1 to 8:
1. S 0.684
2. O 0.026
3. N 0.004
4. C -0.308
5. C -0.517
6. C -0.192
7. C -0.405
8. H 0.147



Which structure loses on stability? model one does.



Model one:
Molecular formula: C6H7N3O
Method: DFT, ωB97M-V/def2-TZVPD

Values from the calculation:
M in g/mol: 137.1
Frontier orbital gap in eV: 9.12
HOMO level in eV: -8.41
Structure (SMILES): [H]/N=N/Nc1ccccc1O
Net charge: 0

Positions of all 17 atoms, in Å:
O  1.134  1.549  0.498
N  2.591  -0.566  0.016
N  2.548  0.145  -0.980
N  1.451  -1.035  0.573
C  -1.233  1.481  0.082
C  -2.310  0.646  -0.111
C  -2.097  -0.745  -0.110
C  0.183  -0.582  0.355
C  -0.914  -1.320  0.177
C  0.022  0.841  0.294
H  1.764  1.350  -0.134
H  -1.230  2.609  -0.056
H  3.513  0.169  -1.473
H  1.632  -1.871  1.055
H  -3.194  1.067  -0.492
H  -0.909  -2.412  0.392
H  -2.950  -1.327  -0.085

These are the Löwdin partial charges, in e, on atoms 1 to 8:
1. O 0.042
2. N -0.073
3. N 0.019
4. N 0.046
5. C 0.003
6. C -0.078
7. C -0.099
8. C -0.220



Model two:
Molecular formula: C6H7N3O
Method: DFT, ωB97M-V/def2-TZVPD

Values from the calculation:
M in g/mol: 137.1
Frontier orbital gap in eV: 9.03
HOMO level in eV: -8.34
Structure (SMILES): NC(=O)c1ccc(N)nc1
Net charge: 0

Positions of all 17 atoms, in Å:
O  2.871  1.226  0.899
N  -1.300  1.317  0.107
N  -3.291  0.179  -0.060
N  3.008  -0.255  -0.669
C  0.807  0.166  0.297
C  0.030  1.312  0.124
C  -1.254  -1.089  0.214
C  -1.949  0.142  0.112
C  0.122  -1.066  0.258
C  2.288  0.271  0.343
H  3.837  0.446  -0.806
H  3.039  -1.263  -0.728
H  -1.800  -2.032  0.163
H  -3.759  1.070  -0.128
H  0.659  -2.014  0.191
H  -3.832  -0.663  -0.180
H  0.524  2.252  -0.136

These are the Löwdin partial charges, in e, on atoms 1 to 8:
1. O 0.016
2. N 0.109
3. N 0.125
4. N 0.125
5. C -0.152
6. C -0.080
7. C -0.029
8. C -0.395



Which structure loses on stability? model one does.



Model one:
Molecular formula: C6H7N3O
Method: DFT, ωB97M-V/def2-TZVPD

Values from the calculation:
M in g/mol: 137.1
Frontier orbital gap in eV: 9.69
HOMO level in eV: -9.15
Net charge: 0

Positions of all 17 atoms, in Å:
O  3.294  -1.029  -0.162
N  -1.096  -1.551  0.030
N  1.067  -0.993  -0.050
N  -0.504  0.720  -0.113
C  -0.217  -0.505  -0.067
C  2.329  1.120  0.119
C  -1.811  1.090  -0.137
C  -2.363  -1.241  0.059
C  -2.797  0.104  -0.047
C  2.330  -0.322  0.000
H  1.946  1.470  1.109
H  1.685  1.690  -0.948
H  1.361  -2.143  -0.060
H  3.359  1.261  0.252
H  -2.894  -2.178  0.050
H  -3.728  0.420  0.104
H  -1.961  2.086  -0.141

These are the Löwdin partial charges, in e, on atoms 1 to 8:
1. O 0.063
2. N 0.113
3. N 0.117
4. N 0.120
5. C -0.440
6. C -0.040
7. C -0.056
8. C -0.115



Model two:
Molecular formula: C6H7N3O
Method: DFT, ωB97M-V/def2-TZVPD

Values from the calculation:
M in g/mol: 137.1
Frontier orbital gap in eV: 10.08
HOMO level in eV: -9.44
Structure (SMILES): CC(=O)Nc1ncccn1
Net charge: 0

Positions of all 17 atoms, in Å:
O  0.806  -2.073  -0.623
N  -0.010  0.644  -1.201
N  -1.462  0.822  0.753
N  0.578  -0.369  0.844
C  -0.914  1.385  -1.885
C  -0.411  0.378  0.098
C  2.325  -2.008  1.203
C  1.178  -1.551  0.374
C  -2.322  1.457  0.092
C  -2.093  1.688  -1.297
H  2.850  -2.887  0.724
H  -0.582  1.473  -2.828
H  2.164  -2.004  2.382
H  -2.922  2.284  -1.920
H  -3.279  1.765  0.566
H  0.847  0.160  1.636
H  3.246  -1.165  1.080

These are the Löwdin partial charges, in e, on atoms 1 to 8:
1. O 0.093
2. N 0.158
3. N 0.121
4. N 0.118
5. C -0.127
6. C -0.315
7. C -0.041
8. C -0.585



Model three:
Molecular formula: C6H7N3O
Method: DFT, ωB97M-V/def2-TZVPD

Values from the calculation:
M in g/mol: 137.1
Frontier orbital gap in eV: 7.91
HOMO level in eV: -9.07
Structure (SMILES): C/C(C=C1N=CC=N1)=N\O
Net charge: 0

Positions of all 17 atoms, in Å:
O  -2.856  -1.310  0.080
N  2.201  0.684  1.157
N  1.024  -0.150  -0.688
N  -2.002  -0.725  1.032
C  -1.292  0.161  0.433
C  2.301  -0.424  -0.810
C  -1.495  0.550  -0.997
C  3.021  0.034  0.368
C  0.981  0.555  0.537
C  -0.240  0.694  1.179
H  -0.734  1.248  -1.284
H  -0.260  1.050  2.229
H  -3.540  -1.768  0.603
H  -2.511  0.807  -1.140
H  2.725  -0.862  -1.654
H  4.049  -0.186  0.520
H  -1.373  -0.358  -1.565

These are the Löwdin partial charges, in e, on atoms 1 to 8:
1. O -0.075
2. N 0.113
3. N 0.113
4. N 0.068
5. C -0.384
6. C -0.084
7. C -0.035
8. C -0.101



Which structure loses on stability? model three does.